No. 1
C26H51BrF3N2O12P2S3 | ωB97M-V with the def2-TZVPD basis set

Its HOMO-LUMO gap is 7.59 eV. Its charge is +1. The value obtained for the lowest unoccupied orbital energy is -0.13616 Ha. As for the multiplicity: 1.

XYZ file:
```
100
Properties=species:S:1:pos:R:3:lowdin_charge:R:1
C 1.45 -3.70 3.78 0.06
C 2.30 -2.76 4.25 -0.09
C 3.36 -2.24 3.35 -0.48
O 3.75 -2.90 2.40 0.13
O 3.91 -1.01 3.62 -0.02
C 2.99 0.04 3.32 -0.19
C 2.97 0.38 1.83 -0.13
C 1.81 -0.31 1.08 -0.19
C 0.95 0.64 0.22 -0.17
C -0.44 0.03 0.00 -0.17
C -1.63 0.89 0.49 -0.12
C -2.39 0.27 1.64 -0.31
C -3.48 -0.84 1.35 -0.32
C -4.39 -0.36 0.19 -0.18
C -4.05 -0.90 -1.18 -0.20
F -4.38 -2.22 -1.31 -0.03
P -2.72 -2.63 1.26 0.92
N -4.03 -3.68 0.97 -0.13
O -1.87 -2.74 -0.13 -0.27
C -4.21 -0.84 2.81 -0.37
F -3.75 -1.98 3.48 -0.10
C -5.71 -1.04 2.81 -0.06
C -6.39 -1.57 4.07 -0.13
O -7.08 -0.51 4.76 -0.02
C -6.80 -0.40 6.08 -0.33
O -7.56 0.16 6.86 0.09
N -3.60 0.24 3.69 -0.23
O -4.70 0.93 4.31 -0.10
P -2.68 -0.28 5.20 0.49
S -0.98 -1.11 4.98 0.38
C -2.93 1.24 2.67 -0.54
Br -4.49 2.30 1.94 0.98
C -2.06 2.37 3.20 -0.19
C -0.70 2.05 3.81 -0.21
F 0.03 1.17 3.07 -0.04
H 1.00 -3.61 2.80 0.07
H 1.20 -4.57 4.38 0.07
H 2.17 -2.39 5.26 0.11
H 1.99 -0.23 3.69 0.09
H 3.30 0.92 3.87 0.12
H 3.90 -0.01 1.43 0.12
H 2.88 1.45 1.73 0.11
H 1.19 -0.82 1.82 0.09
H 2.19 -1.11 0.44 0.12
H 0.93 1.60 0.71 0.10
H 1.46 0.72 -0.73 0.10
H -0.55 -0.22 -1.06 0.09
H -0.47 -0.91 0.54 0.08
H -2.25 1.16 -0.36 0.12
H -1.22 1.83 0.84 0.10
H -1.65 -0.33 2.21 0.11
H -4.36 0.71 0.08 0.03
H -5.44 -0.60 0.34 0.11
H -3.03 -0.70 -1.49 0.11
H -4.67 -0.35 -1.89 0.13
H -4.26 -4.16 1.83 0.04
H -4.87 -3.22 0.62 0.03
H -1.70 -1.91 -0.58 0.01
H -6.25 -0.14 2.52 0.13
H -5.90 -1.75 2.02 0.12
H -7.13 -2.30 3.77 0.14
H -5.73 -2.06 4.78 0.11
H -5.84 -0.79 6.45 0.13
H -4.39 1.36 5.13 0.10
H -3.61 -1.11 5.83 0.01
H -2.59 0.90 5.97 0.03
H -2.64 2.88 3.97 0.11
H -1.96 3.09 2.41 0.11
H -0.78 1.71 4.84 0.07
H -0.14 2.98 3.86 0.14
O 0.78 0.01 -3.22 -0.30
S 1.45 0.75 -4.26 0.57
O 1.25 2.16 -4.36 -0.27
O 1.13 0.07 -5.66 -0.26
C -0.25 -0.16 -6.01 -0.25
C -0.95 1.11 -6.45 -0.07
C 3.17 0.41 -4.22 -0.11
H -0.77 -0.63 -5.17 0.11
H -0.23 -0.88 -6.82 0.12
H -1.06 1.81 -5.63 0.07
H -1.95 0.87 -6.83 0.08
H -0.38 1.60 -7.24 0.09
H 3.31 -0.67 -4.17 0.08
H 3.58 0.89 -3.34 0.08
H 3.63 0.82 -5.12 0.05
O 7.21 3.67 -5.78 -0.27
S 6.89 2.40 -6.36 0.57
O 5.87 1.58 -5.79 -0.29
O 8.22 1.56 -6.51 -0.26
C 9.05 1.38 -5.34 -0.25
C 8.48 0.34 -4.38 -0.07
C 6.57 2.61 -8.08 -0.12
H 9.20 2.34 -4.84 0.12
H 10.01 1.05 -5.71 0.12
H 7.55 0.69 -3.93 0.07
H 9.19 0.15 -3.58 0.08
H 8.27 -0.59 -4.91 0.09
H 7.36 3.20 -8.52 0.08
H 5.61 3.12 -8.17 0.08
H 6.51 1.63 -8.54 0.08
```

No. 2
C29H22Cl2N2O9ReS | ωB97M-V with the def2-TZVPD basis set

Its HOMO-LUMO gap (spin up / spin down) is 4.50 / 5.43 eV. Its charge is -2. The value obtained for the lowest unoccupied orbital energy (spin up / spin down) is 0.13796 / 0.13901 Ha. As for the multiplicity: 2.

XYZ file:
```
66
Properties=species:S:1:pos:R:3:lowdin_charge:R:1
Re 0.75 1.07 -0.92 1.60
O 4.06 1.08 -3.36 0.04
C 3.00 0.91 -2.75 -0.61
O 2.34 1.78 -2.13 -0.13
C 2.30 -0.45 -2.86 -0.19
C 2.82 -1.48 -3.62 -0.01
C 2.05 -2.61 -3.84 -0.05
C 0.75 -2.62 -3.37 -0.02
C 0.29 -1.55 -2.61 -0.15
N 1.07 -0.51 -2.32 0.04
C -1.21 -1.44 -2.25 -0.66
O -1.90 -2.45 -2.44 -0.03
O -1.56 -0.31 -1.88 -0.08
H 3.82 -1.38 -4.00 0.12
H 2.45 -3.46 -4.39 0.10
H 0.06 -3.43 -3.55 0.11
Cl -1.66 8.23 -0.87 0.61
C -0.96 6.67 -0.56 -0.70
C -0.33 6.46 0.66 -0.14
C 0.24 5.22 0.89 -0.57
Cl 1.04 4.95 2.39 0.71
C 0.19 4.13 -0.03 -0.36
O 0.75 3.03 0.27 -0.13
C -0.51 4.40 -1.26 -0.12
C -0.70 3.39 -2.23 -0.13
O -0.39 2.16 -2.19 -0.14
C -1.05 5.69 -1.51 -0.07
H -0.27 7.23 1.40 0.10
H -1.21 3.71 -3.15 0.13
H -1.54 5.87 -2.45 0.11
C -3.14 0.61 0.47 -0.05
C -2.35 0.18 1.66 -0.21
C -2.93 -0.35 2.78 -0.10
C -2.19 -0.62 3.93 -0.15
C -0.85 -0.23 3.97 -0.10
C -0.22 0.30 2.87 -0.24
C 1.18 0.83 2.95 -0.05
C -0.92 0.38 1.62 -0.30
N -0.31 0.61 0.50 -0.07
H -4.21 0.49 0.62 0.07
H -2.81 0.07 -0.42 0.05
H -2.92 1.66 0.25 0.08
H -3.99 -0.55 2.78 0.09
H -2.65 -1.09 4.79 0.07
H -0.30 -0.33 4.90 0.10
H 1.71 0.42 3.80 0.08
H 1.15 1.92 3.04 0.06
H 1.73 0.62 2.03 0.04
C -1.88 -4.99 1.07 -0.06
C -0.64 -4.16 0.87 -0.27
C 0.19 -4.35 -0.23 -0.04
C 1.31 -3.55 -0.40 -0.07
C 1.59 -2.56 0.52 -0.25
C 0.81 -2.40 1.64 -0.04
C -0.31 -3.19 1.81 -0.02
S 2.97 -1.46 0.27 0.50
O 3.69 -1.96 -0.89 -0.31
O 3.73 -1.48 1.50 -0.32
O 2.38 -0.10 0.06 -0.45
H -2.05 -5.64 0.21 0.07
H -2.73 -4.32 1.18 0.08
H -1.79 -5.60 1.97 0.07
H -0.05 -5.10 -0.97 0.11
H 1.98 -3.68 -1.24 0.10
H 1.08 -1.65 2.36 0.10
H -0.95 -3.05 2.67 0.11
```

Asked for energy relative to the best compared isomer or geometry (same formula, charge and spin) across the records above, the calculation gives 0.0; 41.5 kcal per mole in order.